(P)
ORCA calculation (wB97M-V/def2-TZVPD) on a cluster of 2 separate species, C7H15N3O in total.

The geometry in XYZ format:
```
26
Properties=species:S:1:pos:R:3
H 1.03392 -2.17513 2.77332
H 1.46188 -1.30366 0.45614
C 0.88521 -1.20712 2.36355
H 0.07680 -2.00396 -1.47156
C 0.22584 0.44660 0.67311
N 0.65421 2.56969 -0.39549
H -0.10051 -1.13071 2.96103
O -1.74659 3.27642 -3.60261
C 1.22104 1.63940 0.65740
H -2.35060 4.03580 -3.68747
H -1.77542 -2.25346 -1.33835
N -1.13779 -0.29576 -1.36278
H 1.24568 3.21626 -0.89255
C 0.61993 -0.94282 0.94955
H -0.48508 0.70439 1.46847
C -0.39410 0.68516 -0.76809
C -0.82861 -1.64143 -1.02815
C -0.61406 -1.77367 0.49678
H 1.21660 2.15520 1.68798
H -0.47712 -2.80333 0.64546
H -1.49003 -1.45102 1.26600
N -0.02525 1.78237 -1.31349
H -1.48370 3.38991 -2.67915
H 2.24597 1.47136 0.28338
H 1.57486 -0.48861 2.86231
H -1.63112 0.07324 -2.12109
```

## Properties
HOMO-LUMO gap = 8.373 eV
Multiplicity = 1
SMILES = C[C@H]1CCNC2=NNC[C@@H]21.O
Total charge = 0

These are the Löwdin partial charges, in e, on atoms 1 to 4:
1 H 0.06
2 H 0.13
3 C -0.09
4 H 0.11

(Q)
ORCA calculation (wB97M-V/def2-TZVPD) on the molecule C7H15N3O.

The geometry in XYZ format:
```
26
Properties=species:S:1:pos:R:3
N 2.17605 0.19645 0.26572
O 3.85139 1.68960 -0.09017
H -2.96564 1.98286 1.00571
H -2.01436 2.41834 -1.34078
H 1.26149 -3.13972 1.47640
C 1.65323 -2.19044 1.06469
H -0.41203 -2.88389 -0.71669
H 0.80480 -2.03701 -1.53774
H -2.71926 0.92047 -1.82379
H -1.25721 2.58791 1.08907
C 0.49051 -1.37159 0.47400
H 1.96415 1.88587 -0.95888
C -0.02392 -1.89906 -0.84468
H 2.37972 -2.48955 0.33441
H -1.85549 1.34003 2.02693
C 2.73645 1.31747 -0.26255
H -0.28959 -1.27442 1.31575
N 0.87972 0.08624 0.30439
C -1.85207 1.77038 1.05307
C -1.82949 1.37827 -1.35271
H 2.12019 -1.64571 1.86721
H -1.18541 1.03846 -2.13988
H -0.82070 -1.34609 -1.29400
H -1.77295 -0.17256 -0.02815
C -1.35216 0.85730 0.00393
N 0.03256 0.98039 0.10874
```

## Properties
HOMO-LUMO gap = 9.242 eV
Multiplicity = 1
Total charge = 0

These are the Löwdin partial charges, in e, on atoms 1 to 4:
1 N 0.08
2 O 0.04
3 H 0.12
4 H 0.07

Most favorable first, least favorable last: (P), (Q)

(P)
ORCA calculation (wB97M-V/def2-TZVPD) on a cluster of 2 separate species, H2INS in total.

The geometry in XYZ format:
```
5
Properties=species:S:1:pos:R:3
H 0.46078 0.91130 1.39664
N -0.24148 -1.31406 -0.74044
I -2.99039 0.08358 -0.00847
H -0.39577 -0.70782 -1.55373
S -0.95265 -0.93595 0.51668
```

## Properties
HOMO-LUMO gap (alpha / beta) = 7.527 / 8.933 eV
Multiplicity = 1
Total charge = 0

These are the Löwdin partial charges, in e, on atoms 1 to 4:
1 H 0.05
2 N -0.53
3 I 0.36
4 H 0.00

(Q)
ORCA calculation (wB97M-V/def2-TZVPD) on the molecule H2INS.

The geometry in XYZ format:
```
5
Properties=species:S:1:pos:R:3
H -1.24017 -0.94156 -1.04983
I 2.47525 -0.03815 0.02872
H -0.02659 0.87885 1.13043
S -0.09618 0.61800 -0.10849
N -1.11231 -0.51714 -0.00083
```

## Properties
HOMO-LUMO gap (alpha / beta) = 7.877 / 7.877 eV
Multiplicity = 1
Total charge = 0

These are the Löwdin partial charges, in e, on atoms 1 to 4:
1 H 0.07
2 I 0.12
3 H -0.14
4 S 0.44

Most favorable first, least favorable last: (Q), (P)

(P)
ORCA calculation (wB97M-V/def2-TZVPD) on a structure of composition C3H4BrNO2.

The geometry in XYZ format:
```
11
Properties=species:S:1:pos:R:3
C 1.93002 1.00140 0.00894
H -0.65171 -0.36522 0.92433
Br 3.39908 -1.18440 0.12877
N 2.83958 2.09496 0.02439
O 2.31527 3.12022 0.35394
H 0.52250 -1.28222 0.10793
O 3.94025 1.96855 -0.37732
H -0.94633 -0.50382 -0.92852
C -0.15490 -0.49485 -0.05660
H -0.14514 1.45471 -0.37619
C 0.65189 0.75893 -0.23500
```

## Properties
HOMO-LUMO gap = 7.927 eV
Multiplicity = 1
Total charge = 0

These are the Löwdin partial charges, in e, on atoms 1 to 4:
1 C -0.08
2 H 0.10
3 Br 0.20
4 N -0.47

(Q)
ORCA calculation (wB97M-V/def2-TZVPD) on the molecule C3H4BrNO2.

The geometry in XYZ format:
```
11
Properties=species:S:1:pos:R:3
C 0.20132 -0.26742 -0.78510
H -1.43972 -1.47533 0.18843
O 0.23584 -0.99583 -1.78038
C 0.84248 1.04707 -0.67382
N -0.11209 -0.85116 1.68098
Br -1.89998 0.83127 0.84159
H 1.10441 1.45304 0.30538
H 1.72727 1.09119 -1.23925
C -0.77846 -0.71957 0.37190
O -0.07630 -1.95634 2.15740
H 0.19523 1.84309 -1.06716
```

## Properties
HOMO-LUMO gap = 8.875 eV
Multiplicity = 1
SMILES = CC(=O)[C@H](Br)N=O
Total charge = 0

These are the Löwdin partial charges, in e, on atoms 1 to 4:
1 C -0.43
2 H 0.06
3 O 0.09
4 C -0.07

Most favorable first, least favorable last: (Q), (P)

(P)
ORCA calculation (wB97M-V/def2-TZVPD) on the molecule C4H5ClS.

The geometry in XYZ format:
```
11
Properties=species:S:1:pos:R:3
Cl 2.83972 0.99891 0.00218
H -0.72875 0.21593 1.69070
H 0.12652 -1.67229 -0.35959
C 0.01823 0.73063 -0.22155
H 0.03109 -0.04777 -2.56402
C 0.17880 0.16306 1.15228
H 1.04361 0.38926 1.74199
S 1.35864 0.16245 -2.53521
C 0.36558 -0.72366 0.01533
C 1.30674 0.34294 -0.75844
H -0.77664 1.04956 -0.67682
```

## Properties
HOMO-LUMO gap = 9.840 eV
Multiplicity = 1
SMILES = S[C@@]1(Cl)[C@@H]2C[C@@H]21
Total charge = 0

These are the Löwdin partial charges, in e, on atoms 1 to 4:
1 Cl 0.56
2 H 0.10
3 H 0.11
4 C -0.24

(Q)
ORCA calculation (wB97M-V/def2-TZVPD) on the molecule C4H5ClS.

The geometry in XYZ format:
```
11
Properties=species:S:1:pos:R:3
H 0.26867 -2.12741 0.06442
S -0.49563 2.94005 -0.35338
H 0.43082 1.91103 -2.26690
C 0.21898 0.35475 -0.68405
C -0.40398 -0.08118 0.44144
C -0.09235 -1.45419 0.86305
H -0.91672 0.62137 1.11346
C 0.08264 1.71275 -1.22840
Cl 1.22383 -1.52810 2.03981
H -0.95808 -1.89472 1.31930
H 0.64181 -0.45436 -1.30876
```

## Properties
HOMO-LUMO gap = 7.829 eV
Multiplicity = 1
SMILES = S=C/C=C/CCl
Total charge = 0

These are the Löwdin partial charges, in e, on atoms 1 to 4:
1 H 0.08
2 S 0.69
3 H 0.06
4 C -0.20

Most favorable first, least favorable last: (Q), (P)